A cluster of 7 separate species, C33H73N4O10S6 in total. Source: the OMol25 dataset; level of theory: the ωB97M-V functional and the def2-TZVPD basis.

```
126
Properties=species:S:1:pos:R:3:forces:R:3
C 2.555 -0.869 0.251 -0.95 0.26 0.40
C 2.448 0.571 -0.253 0.89 -0.19 0.50
O 2.157 0.643 -1.676 -0.22 0.22 -0.11
N 0.883 1.092 -1.923 -0.02 -0.25 0.19
C -0.115 0.300 -1.496 -0.63 0.06 -0.07
C -1.436 0.614 -1.734 0.15 0.18 0.46
C -2.477 -0.350 -1.266 0.11 -0.55 -1.08
C -2.555 -1.544 -2.299 0.35 -0.60 -0.74
N -1.771 -1.250 -3.506 0.06 0.30 -0.14
N -3.903 -1.788 -2.778 0.11 -0.23 -0.01
N -1.989 -2.765 -1.708 -0.45 0.71 0.73
C -1.703 1.814 -2.402 0.69 0.48 0.48
C -3.107 2.260 -2.681 -0.14 -0.34 0.07
O -3.891 1.477 -3.119 -0.50 -0.44 -0.48
O -3.411 3.540 -2.435 0.75 0.34 -0.23
C -4.092 4.150 -3.555 -0.47 0.19 -0.17
C -0.636 2.603 -2.828 -0.35 -0.24 0.29
O -0.912 3.753 -3.524 0.44 -0.21 0.12
C 0.707 2.240 -2.590 -0.33 0.60 -0.48
C 1.804 3.114 -3.131 0.02 -0.29 0.57
C 3.069 3.336 -2.275 0.36 0.37 -0.48
C 4.400 3.117 -3.037 -0.65 -0.08 0.39
C 4.388 3.939 -4.319 0.89 -0.18 -0.14
C 4.837 1.641 -3.212 0.39 0.32 -0.42
C 4.612 0.969 -4.575 0.20 -2.08 1.37
C 3.264 0.338 -4.795 0.03 -0.32 -0.20
C 3.014 -0.617 -5.771 0.14 0.52 0.25
C 2.152 -0.299 -6.966 -1.89 -0.95 1.52
C 3.518 -2.026 -5.699 0.98 0.58 -0.75
H 3.504 -1.069 0.735 0.21 -0.07 -0.27
H 2.340 -1.579 -0.544 0.31 -0.08 -0.10
H 1.796 -1.028 1.019 -0.04 -0.15 0.00
H 3.414 1.057 -0.121 0.05 0.11 -0.32
H 1.746 1.175 0.316 -0.30 -0.04 -0.18
H 0.132 -0.619 -0.988 0.32 0.02 0.00
H -3.456 0.102 -1.298 -0.05 0.17 0.37
H -2.281 -0.714 -0.263 0.01 0.09 0.09
H -0.822 -1.579 -3.368 0.04 0.06 0.08
H -2.140 -1.800 -4.272 -0.22 0.04 0.05
H -4.442 -2.337 -2.126 -0.14 0.24 0.13
H -4.377 -0.935 -3.042 -0.09 0.00 0.05
H -2.301 -2.802 -0.740 0.03 -0.34 -0.01
H -2.380 -3.562 -2.200 0.12 -0.08 -0.02
H -3.565 3.916 -4.476 0.06 -0.08 -0.01
H -5.121 3.810 -3.629 -0.03 -0.13 0.09
H -4.086 5.226 -3.420 0.12 0.01 0.30
H -1.000 4.471 -2.884 -0.15 0.14 -0.14
H 1.349 4.082 -3.306 -0.12 0.03 -0.12
H 2.032 2.729 -4.126 0.17 -0.13 0.00
H 3.068 2.805 -1.329 -0.08 -0.14 -0.01
H 3.080 4.399 -2.027 -0.09 0.03 0.14
H 5.143 3.580 -2.385 0.07 0.00 0.03
H 4.144 4.982 -4.119 -0.18 -0.21 -0.05
H 3.762 3.515 -5.106 -0.22 0.08 0.06
H 5.405 3.935 -4.724 -0.01 0.02 -0.13
H 5.913 1.619 -3.032 0.06 0.05 -0.02
H 4.411 1.004 -2.439 -0.11 0.03 0.07
H 4.824 1.607 -5.429 -0.01 0.22 0.09
H 5.340 0.143 -4.638 0.22 0.19 -0.20
H 2.454 0.613 -4.121 -0.57 1.46 -1.22
H 1.242 -0.921 -6.962 0.04 -0.07 -0.36
H 2.703 -0.557 -7.868 0.16 0.24 -0.05
H 1.811 0.730 -6.945 0.24 0.16 -0.26
H 3.894 -2.388 -6.660 0.20 -0.24 0.14
H 4.229 -2.161 -4.887 0.20 -0.07 -0.12
H 2.642 -2.633 -5.452 -0.10 0.03 -0.01
C -3.216 2.206 1.943 -0.09 0.06 -0.18
S -3.463 0.574 2.658 0.17 -0.21 0.26
O -3.609 -0.393 1.521 -0.09 0.21 0.02
C -5.106 0.898 3.297 -0.18 0.05 -0.12
H -2.246 2.213 1.448 0.02 -0.04 0.04
H -4.003 2.414 1.216 -0.02 -0.03 0.01
H -3.226 2.950 2.739 0.03 -0.03 0.03
H -5.766 1.189 2.479 0.05 -0.03 -0.05
H -5.054 1.688 4.045 0.10 -0.04 0.04
H -5.479 -0.012 3.760 0.08 -0.03 0.01
C 3.705 9.535 -3.670 0.07 0.08 0.02
S 2.980 7.962 -4.139 -0.06 0.08 -0.02
O 3.772 6.897 -3.459 -0.07 0.17 0.08
C 3.517 8.000 -5.852 0.07 0.00 -0.08
H 3.519 9.689 -2.610 -0.03 -0.05 0.00
H 4.778 9.514 -3.857 0.00 -0.06 -0.01
H 3.234 10.334 -4.243 -0.03 -0.02 0.00
H 4.603 8.079 -5.894 0.00 -0.01 0.06
H 3.052 8.846 -6.357 -0.02 0.00 0.02
H 3.198 7.073 -6.325 -0.03 -0.01 0.05
C -3.988 -1.431 7.308 -0.20 0.11 0.02
S -4.423 0.185 6.676 -0.14 -0.10 0.10
O -3.204 0.751 6.025 -0.02 0.07 -0.03
C -4.593 0.980 8.277 0.03 0.09 0.07
H -3.795 -2.089 6.466 0.05 0.02 -0.01
H -3.095 -1.362 7.920 0.06 0.01 -0.05
H -4.821 -1.823 7.893 -0.04 0.03 -0.03
H -3.655 0.896 8.827 0.02 -0.03 -0.04
H -5.403 0.507 8.831 -0.01 -0.01 -0.03
H -4.829 2.030 8.112 0.00 -0.01 -0.04
C -0.813 -5.132 1.359 0.11 -0.07 -0.09
S -0.476 -3.665 2.342 -0.21 0.03 -0.06
O 0.615 -4.015 3.299 0.02 -0.02 0.00
C -2.021 -3.703 3.251 -0.09 -0.03 0.21
H 0.052 -5.327 0.728 0.02 0.07 0.01
H -0.988 -5.986 2.012 -0.07 0.04 0.06
H -1.686 -4.951 0.733 -0.01 0.01 0.01
H -2.111 -4.652 3.785 0.07 -0.03 -0.05
H -2.851 -3.574 2.556 0.03 0.05 -0.03
H -2.017 -2.881 3.965 0.06 0.04 -0.04
C 0.593 -4.222 7.022 0.07 0.04 -0.15
S -0.435 -3.469 8.285 0.06 -0.13 0.13
O -1.737 -3.119 7.649 0.23 -0.06 -0.05
C 0.510 -1.948 8.420 0.04 0.11 -0.06
H 0.149 -5.178 6.755 -0.08 0.02 0.04
H 0.634 -3.582 6.140 -0.05 -0.01 -0.01
H 1.594 -4.382 7.422 -0.02 -0.01 0.05
H 0.547 -1.452 7.449 -0.04 -0.04 -0.02
H 1.516 -2.178 8.770 -0.01 -0.02 0.02
H 0.012 -1.304 9.142 -0.03 -0.04 0.02
C 0.717 -7.146 4.442 0.15 0.05 0.05
S -0.738 -8.008 3.852 0.08 -0.09 -0.04
O -1.920 -7.327 4.450 0.02 0.11 0.00
C -0.474 -9.526 4.774 0.00 -0.08 0.08
H 0.718 -6.145 4.010 -0.04 0.00 0.00
H 0.685 -7.077 5.529 -0.05 -0.07 0.00
H 1.613 -7.680 4.123 -0.03 -0.04 -0.02
H -0.432 -9.303 5.840 -0.02 0.05 -0.01
H 0.454 -9.992 4.444 0.00 0.02 -0.03
H -1.309 -10.193 4.571 -0.02 0.04 -0.03
```
Forces are in eV/Å.

The value obtained for the HOMO energy is -8.8 eV. The HOMO-LUMO gap is 5.471 eV. The value obtained for the total energy is -4661.1798 Eh. The net charge is +1.